Record 1
{
  "formula": "C20H26ClNTc",
  "method": "ωB97M-V/def2-TZVPD",
  "species": ["H", "C", "H", "H", "H", "H", "H", "H", "C", "C", "C", "C", "C", "C", "H", "H", "H", "H", "C", "C", "H", "H", "H", "H", "H", "H", "C", "H", "Cl", "Tc", "H", "C", "C", "C", "H", "C", "H", "C", "C", "N", "H", "C", "H", "C", "H", "C", "C", "H", "H"],
  "xyz": [[1.860, -0.086, -4.789], [-2.794, 0.158, 0.714], [1.035, -1.319, 3.583], [-1.453, -1.646, -5.147], [1.468, 0.902, -6.183], [-2.002, -1.434, 3.525], [-2.305, 0.644, -4.846], [0.640, 1.055, 5.567], [0.990, -2.721, 0.556], [1.857, -1.619, 0.376], [2.099, 2.270, 4.568], [2.532, 2.773, 3.340], [-1.372, 1.086, -5.197], [0.308, 1.124, 3.441], [-2.559, -3.067, 1.476], [-0.515, 0.465, 3.584], [2.550, -0.051, 1.790], [-0.090, -3.426, 2.373], [0.982, 1.454, 4.615], [-2.426, 0.201, 2.083], [3.405, 3.410, 3.318], [-1.177, 1.982, -4.606], [-0.809, 1.880, 0.919], [-0.500, -1.431, -6.603], [-1.564, 1.432, -6.225], [2.623, 2.510, 5.487], [1.954, -0.928, 1.597], [0.861, 1.159, 0.458], [-0.381, -0.378, -1.703], [-0.482, -0.749, 0.821], [-3.133, -1.559, -0.656], [0.560, -2.705, 1.908], [1.143, 0.645, -5.163], [-0.245, 0.125, -5.134], [0.719, -3.442, -0.196], [-2.291, -1.128, 2.533], [-2.304, 1.091, 2.676], [-2.900, -1.199, 0.331], [-0.489, -1.289, -5.510], [-0.035, 1.207, 0.963], [1.248, 1.557, -4.572], [0.716, 1.591, 2.165], [2.316, -1.331, -0.554], [1.851, 2.454, 2.149], [-2.957, 1.008, 0.076], [1.148, -1.591, 2.548], [-2.584, -1.990, 1.451], [0.286, -1.952, -5.125], [2.218, 2.859, 1.218]],
  "e_tot_ev": -37353.999,
  "lumo_energy_ev": [-7.863, -7.858],
  "orbital_gap_ev": [5.33, 6.92],
  "spin_multiplicity": 4,
  "charge": 2,
  "largest_force_ev_per_a": 4.23
}

---

Record 2
{
  "formula": "C20H26FN7O2STc",
  "method": "ωB97M-V/def2-TZVPD",
  "species": ["N", "N", "N", "H", "C", "O", "H", "C", "H", "H", "C", "N", "H", "H", "C", "H", "C", "S", "N", "H", "C", "H", "H", "H", "H", "H", "C", "H", "H", "N", "C", "O", "C", "H", "H", "H", "H", "F", "N", "Tc", "H", "C", "C", "H", "C", "H", "C", "C", "C", "C", "C", "H", "C", "C", "H", "H", "C", "H"],
  "xyz": [[-0.545, -0.779, -2.487], [-0.658, 2.254, -2.674], [-2.194, -0.586, 0.083], [-2.977, -3.098, 2.889], [-2.998, -2.726, 0.756], [0.539, 0.985, 4.959], [2.320, -2.515, -2.622], [0.618, -2.847, -3.892], [-1.145, 5.396, -5.829], [2.063, 1.152, -2.513], [-2.663, -1.808, -0.217], [0.602, 0.610, 0.862], [0.997, 1.407, 5.696], [-1.514, 3.672, -5.877], [-0.231, 4.296, -4.232], [-3.384, -3.693, 0.471], [0.704, -1.176, -2.192], [2.116, -1.423, 0.199], [-1.518, 0.415, 4.122], [4.741, -1.462, 3.800], [-0.667, -2.424, -4.207], [1.284, 0.325, 3.260], [-0.082, 5.158, -3.578], [0.715, 4.114, -4.747], [4.475, -0.517, 2.333], [-1.552, 1.137, 3.423], [-1.381, 4.528, -5.218], [2.279, -1.517, 4.241], [-0.900, -0.122, 5.999], [0.435, 0.487, -0.437], [-2.793, -2.395, 2.086], [-1.950, -1.752, 4.643], [-0.471, 3.152, -3.360], [3.266, -0.119, -2.221], [4.106, 0.179, 3.918], [-2.314, 4.722, -4.693], [-1.747, 0.770, 1.541], [-2.250, 2.130, -0.366], [1.735, -0.347, 2.637], [-1.364, 0.797, -1.302], [-1.249, 1.621, 5.800], [-2.082, -0.242, 1.373], [2.503, 0.504, -1.754], [1.075, -3.662, -4.438], [1.313, -2.211, -2.877], [2.971, 1.116, -0.985], [1.462, -0.290, 1.360], [4.083, -0.736, 3.327], [-1.939, -0.850, 3.839], [-1.213, -1.388, -3.483], [-0.821, 0.734, 5.332], [-2.211, -1.020, -3.690], [2.672, -1.296, 3.250], [-2.320, -1.128, 2.404], [-1.237, -2.887, -4.999], [2.640, -2.227, 2.682], [1.411, -0.370, -1.129], [-2.760, -2.049, -1.267]],
  "e_tot_ev": -51426.045,
  "lumo_energy_ev": [-6.249, -7.170],
  "orbital_gap_ev": [7.47, 7.42],
  "spin_multiplicity": 4,
  "charge": 2,
  "largest_force_ev_per_a": 0.15
}

---

Record 3
{
  "formula": "C20H26N2O2PdSi",
  "method": "ωB97M-V/def2-TZVPD",
  "species": ["C", "H", "H", "H", "H", "C", "C", "C", "H", "C", "C", "C", "C", "O", "H", "C", "H", "N", "C", "H", "C", "H", "C", "H", "H", "C", "C", "H", "H", "H", "N", "C", "C", "H", "Si", "H", "H", "H", "H", "H", "C", "H", "C", "H", "H", "H", "C", "O", "H", "Pd", "C", "H"],
  "xyz": [[0.145, 2.502, 0.879], [-1.809, 1.910, 3.507], [-2.180, -3.441, -2.907], [-0.048, -2.529, 1.421], [4.219, 1.542, -2.278], [-1.483, -3.435, -3.740], [1.597, -0.518, -1.569], [-0.077, -1.193, 4.222], [1.510, -2.579, -2.159], [4.115, -0.529, -2.829], [-2.885, 2.307, -3.195], [-2.483, 0.943, -1.256], [2.390, 0.632, -1.622], [-0.030, -0.086, 3.736], [5.085, -0.535, -3.311], [3.347, -1.684, -2.789], [-0.480, -3.242, -3.372], [-0.192, -2.164, 3.369], [0.223, -0.420, 6.480], [-1.297, 2.339, -4.637], [-3.307, 1.796, -1.974], [-2.827, 0.569, -0.299], [-0.822, 1.087, -2.962], [-0.815, -2.080, 1.352], [0.802, 1.985, 4.104], [-1.223, 0.563, -1.731], [-1.006, 2.088, 2.811], [-2.066, 2.331, 0.861], [-0.561, 0.364, 6.423], [1.221, 0.033, 6.290], [-0.158, -1.722, 2.077], [2.102, -1.672, -2.173], [-1.636, 1.951, -3.684], [-1.506, -4.401, -4.238], [-0.070, -0.503, -0.655], [0.224, -0.860, 7.499], [-3.522, 2.978, -3.757], [3.716, -2.595, -3.244], [0.360, 2.696, -0.157], [-4.282, 2.063, -1.584], [0.370, 2.124, 3.127], [-0.564, -1.915, -0.899], [-1.148, 2.320, 1.422], [-0.213, -3.161, 3.631], [2.153, 2.463, 1.835], [0.142, 0.810, -3.371], [1.083, 2.380, 1.928], [-0.024, -1.414, 5.558], [2.038, 1.540, -1.148], [0.011, 0.381, 1.700], [3.629, 0.635, -2.249], [-1.766, -2.658, -4.444]],
  "e_tot_ev": -39569.871,
  "lumo_energy_ev": [-5.838, -10.465],
  "orbital_gap_ev": [7.09, 3.90],
  "spin_multiplicity": 5,
  "charge": 2,
  "largest_force_ev_per_a": 6.43
}